Entry 1:
DFT (ωB97M-V with the def2-TZVPD basis set) results for C31H31N2O23V as an isolated structure at a distorted geometry.

Atoms and positions in Å:
O -2.608 0.249 -3.787
V -1.991 1.350 -2.701
O -2.858 2.684 -2.734
O 0.675 -0.163 0.123
C -0.040 0.272 -0.956
O -0.437 -0.475 -1.803
O -0.442 1.439 -1.067
H 0.928 -1.025 -0.218
C 0.586 2.084 -4.688
O -0.185 1.900 -3.774
N 1.867 1.601 -4.851
C 2.759 2.066 -5.940
C 2.395 0.652 -3.843
H 0.289 2.700 -5.550
H 3.074 1.252 -6.592
H 3.692 2.374 -5.467
H 2.410 2.856 -6.604
H 2.161 0.867 -2.800
H 1.775 -0.230 -4.005
H 3.401 0.375 -4.157
C -3.870 -0.080 -0.155
O -3.626 0.873 -0.932
N -3.219 -0.270 1.023
C -2.277 0.729 1.552
C -3.509 -1.410 1.870
H -4.556 -0.921 -0.340
H -2.799 1.187 2.392
H -2.195 1.490 0.776
H -1.246 0.470 1.790
H -4.264 -1.144 2.610
H -3.836 -2.267 1.282
H -2.646 -1.757 2.439
C 1.629 -4.174 0.537
C 1.391 -3.075 1.325
C 0.151 -2.803 2.034
O -0.023 -1.793 2.693
C -0.680 -4.007 2.133
C -0.482 -5.158 1.426
C 0.615 -5.218 0.415
O 0.571 -6.115 -0.394
O -1.365 -6.165 1.500
O 2.299 -2.097 1.265
H 2.522 -4.224 -0.068
H -1.474 -4.057 2.863
H -1.036 -6.918 1.004
H 2.129 -1.242 1.667
C 0.443 5.476 1.926
C 1.349 6.495 1.787
C 2.524 6.406 0.790
O 3.303 7.345 0.491
C 2.615 5.065 0.207
C 1.676 4.118 0.363
C 0.525 4.219 1.239
O -0.379 3.398 1.513
O 1.792 2.902 -0.288
O 1.261 7.694 2.472
H -0.252 5.743 2.708
H 3.459 4.757 -0.391
H 0.955 2.441 -0.380
H 2.094 8.153 2.342
C -2.980 -4.945 -2.065
C -2.725 -6.111 -2.741
C -1.393 -6.399 -3.358
O -1.138 -7.414 -4.028
C -0.445 -5.298 -3.196
C -0.710 -4.202 -2.455
C -2.011 -3.948 -1.774
O -2.329 -3.094 -0.944
O 0.141 -3.166 -2.258
O -3.745 -6.798 -3.413
H -4.014 -4.699 -1.870
H 0.537 -5.445 -3.620
H -0.317 -2.388 -1.932
H -4.594 -6.424 -3.169
C 0.078 2.484 5.004
C 0.324 1.366 4.339
C 1.610 1.189 3.555
O 1.924 0.373 2.724
C 2.574 2.176 3.835
C 2.318 3.349 4.477
C 0.993 3.637 5.074
O 0.713 4.649 5.685
O 3.296 4.329 4.478
O -0.525 0.293 4.306
H -0.869 2.597 5.512
H 3.581 2.107 3.451
H 2.919 5.180 4.709
H -0.232 -0.288 3.600

expectation value of S²: 0.7721
E: -3983.5307 hartree
net charge: +1
HOMO level (alpha / beta): -11.115 / -11.115 eV
maximum force: 6.22 eV/A
multiplicity: 2
Kohn-Sham gap (alpha / beta): 0.178 / 0.091 Ha

---

Entry 2:
DFT (ωB97M-V with the def2-TZVPD basis set) results for C31H32As2ClIN2O4W as an isolated structure at a distorted geometry.

Atoms and positions in Å:
W -0.209 -0.128 0.552
C -0.799 -0.299 -4.015
C 0.580 0.134 -3.629
N 1.422 0.535 -4.552
C 2.665 0.927 -4.223
C 3.151 0.945 -2.940
C 4.583 1.323 -2.658
O 5.298 0.252 -2.038
C 2.255 0.542 -1.910
C 2.701 0.436 -0.564
N 2.072 -0.011 0.506
C 3.012 -0.343 1.559
C 4.239 -0.938 1.247
C 5.157 -1.228 2.244
C 4.864 -0.956 3.572
C 3.631 -0.423 3.906
C 2.721 -0.136 2.901
I 0.788 0.461 3.337
C 0.972 0.131 -2.269
O 0.109 -0.233 -1.351
H -0.886 -0.303 -5.097
H -1.546 0.382 -3.599
H -1.019 -1.295 -3.628
H 3.296 1.222 -5.054
H 4.638 2.176 -1.978
H 5.064 1.630 -3.587
H 5.741 -0.268 -2.717
H 3.736 0.711 -0.416
H 4.482 -1.180 0.221
H 6.103 -1.678 1.976
H 5.580 -1.183 4.350
H 3.377 -0.244 4.942
C -1.235 3.582 -0.612
As -0.408 2.511 0.774
C 0.645 3.824 1.755
C -1.819 1.887 1.945
C -2.826 2.603 2.571
C -3.791 1.897 3.282
C -3.744 0.511 3.338
C -2.739 -0.201 2.688
C -1.749 0.484 1.993
As 0.312 -2.547 1.502
C 1.740 -3.203 2.647
C 0.565 -3.635 -0.086
H -1.869 4.317 -0.115
H -1.835 2.948 -1.256
H -0.471 4.099 -1.190
H -0.029 4.302 2.465
H 1.020 4.568 1.055
H 1.479 3.378 2.290
H -2.877 3.685 2.514
H -4.588 2.427 3.785
H -4.507 -0.024 3.887
H -2.745 -1.285 2.729
H 1.615 -4.283 2.721
H 1.705 -2.762 3.639
H 2.699 -2.984 2.171
H 0.616 -4.691 0.175
H 1.520 -3.335 -0.527
H -0.237 -3.457 -0.796
Cl -7.768 -1.928 -2.864
C -6.240 -1.536 -2.189
C -5.790 -0.220 -2.243
C -4.562 0.093 -1.700
C -3.786 -0.907 -1.108
C -4.249 -2.225 -1.059
C -5.478 -2.541 -1.599
C -2.498 -0.569 -0.543
O -2.022 0.606 -0.512
O -1.726 -1.454 -0.009
H -6.404 0.538 -2.707
H -4.198 1.111 -1.729
H -3.645 -2.993 -0.597
H -5.856 -3.553 -1.571

expectation value of S²: 2.0134
E: -6906.9383 hartree
net charge: +2
HOMO level (alpha / beta): -13.382 / -13.756 eV
maximum force: 1.79 eV/A
multiplicity: 3
energy relative to the best compared isomer or geometry (same formula, charge and spin): 2.114 eV
Kohn-Sham gap (alpha / beta): 0.249 / 0.215 Ha

---

Entry 3:
DFT (ωB97M-V with the def2-TZVPD basis set) results for C31H32As2CoN5O2SSe5 as an isolated structure at a distorted geometry.

Atoms and positions in Å:
Co -0.718 -0.807 0.982
C 1.067 -2.655 -6.954
C 0.464 -2.753 -5.578
C 0.040 -3.971 -5.063
C -0.515 -4.055 -3.791
C -0.636 -2.912 -3.023
C -0.228 -1.683 -3.525
C 0.318 -1.609 -4.793
S -1.465 -2.965 -1.444
O -2.599 -2.104 -1.615
O -1.695 -4.357 -1.149
N -0.431 -2.287 -0.399
C 0.728 -2.999 -0.110
C 1.184 -4.179 -0.679
C 2.444 -4.709 -0.354
C 3.287 -4.093 0.529
C 2.858 -2.902 1.153
C 3.666 -2.163 2.051
C 3.199 -1.002 2.583
C 1.894 -0.579 2.265
N 1.106 -1.258 1.465
C 1.579 -2.392 0.862
H 1.027 -3.612 -7.472
H 2.112 -2.342 -6.903
H 0.536 -1.918 -7.559
H 0.138 -4.867 -5.665
H -0.853 -5.000 -3.388
H -0.359 -0.794 -2.920
H 0.629 -0.647 -5.183
H 0.565 -4.725 -1.371
H 2.750 -5.632 -0.830
H 4.264 -4.498 0.761
H 4.657 -2.530 2.291
H 3.787 -0.401 3.262
H 1.507 0.329 2.701
Se -1.233 0.544 2.843
Se -0.134 0.026 4.735
Se 1.390 3.197 3.426
Se -0.419 2.775 2.229
C -1.534 3.297 -2.286
As 0.071 2.493 -1.486
C 0.929 4.188 -0.987
C 1.110 2.185 -3.132
C 0.944 2.992 -4.255
C 1.675 2.771 -5.412
C 2.593 1.732 -5.453
C 2.772 0.926 -4.338
C 2.041 1.137 -3.170
As 2.221 -0.030 -1.595
C 3.543 -1.303 -2.292
C 3.508 1.090 -0.607
H -1.313 4.252 -2.763
H -2.260 3.463 -1.490
H -1.966 2.613 -3.016
H 1.024 4.836 -1.859
H 1.914 4.000 -0.563
H 0.318 4.675 -0.228
H 0.230 3.807 -4.233
H 1.527 3.406 -6.277
H 3.167 1.546 -6.353
H 3.488 0.114 -4.388
H 4.453 -0.807 -2.632
H 3.112 -1.894 -3.100
H 3.790 -1.983 -1.475
H 4.199 1.583 -1.291
H 4.063 0.446 0.075
H 2.978 1.837 -0.015
Se -3.539 -3.331 2.687
N -4.992 -2.697 1.825
C -4.583 -1.673 1.078
C -5.344 -0.853 0.229
C -4.693 0.165 -0.470
C -3.332 0.372 -0.337
N -2.574 -0.375 0.479
C -3.175 -1.368 1.166
N -2.419 -2.099 1.966
H -6.406 -1.024 0.118
H -5.250 0.805 -1.142
H -2.821 1.144 -0.897

expectation value of S²: 4.0381
E: -19884.4961 hartree
net charge: -1
HOMO level (alpha / beta): -3.091 / -4.535 eV
maximum force: 1.41 eV/A
multiplicity: 4
energy relative to the best compared isomer or geometry (same formula, charge and spin): 0.521 eV
Kohn-Sham gap (alpha / beta): 0.193 / 0.190 Ha

---

Entry 4:
DFT (ωB97M-V with the def2-TZVPD basis set) results for C31H32AuClN5O9 as an isolated structure at a distorted geometry.

Atoms and positions in Å:
Au -0.176 -0.143 0.085
C 4.102 -0.085 0.507
C 2.680 -0.178 0.999
O 1.836 -0.250 0.065
C 2.396 -0.159 2.394
C 3.459 -0.027 3.320
C 3.243 0.069 4.663
C 1.924 0.044 5.149
C 0.867 -0.118 4.300
C 1.051 -0.266 2.893
O -0.007 -0.511 2.209
H 4.102 -0.113 -0.579
H 4.697 -0.916 0.883
H 4.558 0.847 0.840
H 4.476 -0.004 2.956
H 4.074 0.166 5.347
H 1.738 0.149 6.210
H -0.151 -0.182 4.660
C 2.294 6.954 1.005
C 3.321 5.924 0.513
C 3.354 4.738 1.486
C 4.702 6.599 0.555
C 2.993 5.484 -0.957
O 3.225 6.553 -1.857
C 3.837 4.249 -1.356
C 3.769 3.878 -2.846
C 4.701 2.738 -3.164
C 5.788 2.918 -4.012
C 6.631 1.866 -4.333
C 6.394 0.612 -3.792
Cl 7.422 -0.710 -4.196
C 5.320 0.411 -2.934
C 4.486 1.470 -2.627
C 1.481 5.245 -1.202
N 0.875 4.134 -0.499
C 0.916 2.833 -0.772
N 0.176 2.185 0.116
C -0.315 3.157 0.931
N 0.087 4.347 0.574
H 2.680 7.446 1.899
H 1.343 6.491 1.268
H 2.125 7.722 0.249
H 3.499 5.121 2.497
H 4.183 4.062 1.268
H 2.423 4.168 1.491
H 4.973 6.779 1.595
H 4.687 7.571 0.058
H 5.488 5.982 0.116
H 4.134 6.856 -1.769
H 3.528 3.393 -0.753
H 4.885 4.450 -1.124
H 4.022 4.749 -3.447
H 2.750 3.583 -3.117
H 5.966 3.896 -4.444
H 7.463 2.012 -5.007
H 5.137 -0.576 -2.530
H 3.631 1.294 -1.984
H 1.338 5.115 -2.273
H 0.943 6.142 -0.911
H 1.456 2.357 -1.575
H -0.970 2.974 1.766
O -3.883 1.102 -0.021
C -2.911 0.795 -0.659
O -2.112 -0.215 -0.380
C -2.620 1.591 -1.938
C -3.438 2.678 -2.230
C -3.173 3.436 -3.355
C -2.105 3.165 -4.192
C -1.305 2.085 -3.875
C -1.566 1.281 -2.776
N -0.103 1.821 -4.665
O 0.067 2.452 -5.682
O 0.680 0.993 -4.217
N -4.023 4.607 -3.655
O -4.966 4.805 -2.921
O -3.703 5.283 -4.611
H -4.260 2.921 -1.572
H -1.908 3.773 -5.063
H -0.939 0.420 -2.585

E: -2746.7991 hartree
net charge: +1
HOMO level: -11.257 eV
maximum force: 2.10 eV/A
energy relative to the best compared isomer or geometry (same formula, charge and spin): 2.564 eV
Kohn-Sham gap: 0.139 Ha

---

Entry 5:
DFT (ωB97M-V with the def2-TZVPD basis set) results for C31H32BrF40INO5P as an isolated structure.

Atoms and positions in Å:
C 0.379 -0.577 3.415
C 0.331 -1.595 2.277
C 1.254 -1.307 1.083
Br 3.074 -1.896 1.451
P 1.378 0.496 0.668
I -0.875 0.769 -0.254
C 2.412 0.620 -0.862
C 1.944 0.093 -2.200
C 1.693 -1.385 -2.402
N 1.821 0.942 -3.128
H -0.084 0.376 3.146
H 1.406 -0.393 3.746
H -0.172 -0.969 4.274
H -0.686 -1.649 1.878
H 0.599 -2.575 2.679
H 0.913 -1.904 0.243
H 3.407 0.216 -0.635
H 2.532 1.701 -0.986
H 2.250 -1.716 -3.283
H 2.036 -1.992 -1.569
H 0.627 -1.558 -2.570
H 1.530 0.489 -3.996
C -3.072 5.011 -0.988
C -2.190 5.147 0.259
C -2.409 4.134 1.385
F -3.650 4.255 1.906
F -1.515 4.377 2.368
F -2.252 6.405 0.743
F -0.915 4.923 -0.172
O -4.205 5.860 -1.070
C -5.431 5.489 -0.583
C -5.935 6.458 0.497
F -5.076 6.498 1.531
F -7.129 6.013 0.945
F -5.450 4.217 -0.159
F -6.308 5.591 -1.611
H -2.434 5.333 -1.810
H -3.335 3.968 -1.170
H -2.269 3.117 1.013
H -6.050 7.457 0.073
C 5.155 -5.709 4.838
C 3.965 -6.440 5.474
C 3.861 -7.953 5.253
F 3.709 -8.236 3.944
F 2.776 -8.411 5.914
F 2.808 -5.843 5.128
F 4.127 -6.297 6.824
O 4.913 -5.041 3.614
C 5.082 -5.648 2.406
C 3.784 -5.653 1.590
F 2.813 -6.322 2.235
F 4.022 -6.278 0.409
F 5.605 -6.880 2.511
F 5.961 -4.899 1.692
H 5.388 -4.908 5.537
H 6.029 -6.358 4.780
H 4.750 -8.460 5.635
H 3.462 -4.629 1.395
C -4.726 0.428 3.859
C -4.011 0.056 2.555
C -4.770 -0.802 1.535
F -5.070 -2.012 2.039
F -3.966 -0.976 0.460
F -2.812 -0.502 2.818
F -3.788 1.242 1.907
O -4.419 -0.354 4.996
C -5.123 -1.480 5.317
C -4.215 -2.718 5.373
F -3.618 -2.916 4.181
F -4.973 -3.797 5.657
F -6.170 -1.679 4.500
F -5.612 -1.314 6.567
H -4.350 1.419 4.106
H -5.802 0.516 3.704
H -5.687 -0.299 1.217
H -3.455 -2.588 6.146
C -4.209 9.330 -3.290
C -5.550 8.649 -3.591
C -5.507 7.209 -4.111
F -4.879 7.148 -5.304
F -6.772 6.768 -4.276
F -6.300 9.417 -4.402
F -6.192 8.563 -2.381
O -3.695 10.201 -4.278
C -2.857 9.769 -5.266
C -3.441 10.034 -6.661
F -4.619 9.401 -6.807
F -2.580 9.558 -7.586
F -2.509 8.481 -5.116
F -1.722 10.504 -5.187
H -4.418 9.983 -2.443
H -3.466 8.602 -2.964
H -4.994 6.566 -3.395
H -3.581 11.107 -6.808
C 5.999 -5.936 -2.128
C 5.585 -5.028 -3.293
C 5.172 -5.696 -4.608
F 6.200 -6.382 -5.143
F 4.804 -4.735 -5.484
F 6.531 -4.098 -3.528
F 4.456 -4.379 -2.867
O 7.386 -6.118 -1.909
C 8.093 -7.124 -2.500
C 9.245 -6.583 -3.361
F 8.770 -5.786 -4.336
F 9.883 -7.627 -3.934
F 7.311 -7.962 -3.200
F 8.673 -7.848 -1.513
H 5.661 -5.408 -1.238
H 5.463 -6.885 -2.155
H 4.327 -6.371 -4.448
H 9.944 -6.023 -2.738

E: -8839.1767 hartree
HOMO level: -9.223 eV
maximum force: 0.61 eV/A
energy relative to the best compared isomer or geometry (same formula, charge and spin): 0.000 eV
Kohn-Sham gap: 0.331 Ha